[1]
86
Properties=species:S:1:pos:R:3:forces:R:3 method="wB97M-V/def2-TZVPD" total_charge=+2 total_energy_ev=-145250.5642 homo_energy_ha="-0.44327 / -0.44294" lumo_energy_ev="-5.403 / -6.194" spin_multiplicity=2 s2=0.76 de_lowest_kcal_mol=24.3
Ru -1.140 1.127 -0.670 -2.716 1.792 0.871
Cl -8.059 1.901 0.336 0.012 0.019 -0.005
C -6.431 1.319 0.331 -0.022 -0.093 0.018
C -6.158 0.057 0.782 -0.013 0.038 0.001
C -4.843 -0.437 0.776 0.248 -0.171 0.039
I -4.410 -2.351 1.474 -0.111 0.056 0.007
C -3.780 0.316 0.311 -0.307 -0.196 0.055
O -2.547 -0.118 0.270 1.065 -0.024 -0.424
C -4.072 1.632 -0.119 -0.096 0.071 0.113
N -2.995 2.376 -0.500 0.861 -0.296 -0.876
C -3.182 3.605 -0.939 -0.095 0.032 0.107
C -4.457 4.184 -1.016 0.001 0.012 0.115
C -5.549 3.467 -0.609 0.015 0.039 -0.024
C -5.384 2.149 -0.134 0.030 0.124 0.023
H -6.965 -0.567 1.142 0.004 -0.008 -0.002
H -2.299 4.152 -1.238 -0.032 -0.019 -0.093
H -4.558 5.192 -1.392 0.009 0.007 0.014
H -6.540 3.900 -0.643 -0.013 -0.025 -0.032
S -0.215 2.879 -2.075 0.263 -0.799 0.862
C -0.870 1.823 -3.288 0.016 0.303 -0.492
C -0.671 1.926 -4.661 -0.123 -0.083 -0.108
C -1.219 0.949 -5.468 0.010 -0.007 0.040
C -1.968 -0.083 -4.900 -0.043 0.092 0.009
C -2.141 -0.102 -3.534 -0.153 -0.204 0.151
N -1.593 0.837 -2.753 0.729 -0.210 1.150
H -0.088 2.742 -5.063 0.022 -0.008 0.016
H -1.065 0.979 -6.538 -0.012 0.016 -0.001
H -2.411 -0.856 -5.510 -0.027 0.007 0.009
H -2.728 -0.862 -3.037 0.078 -0.047 0.028
C 0.973 -2.598 -3.587 0.052 -0.035 0.031
C 1.813 -3.461 -2.648 -0.206 0.029 -0.077
C 0.976 -4.251 -1.642 0.202 0.144 0.055
C 0.374 -3.409 -0.518 -0.070 -0.169 -0.206
N 1.400 -2.770 0.312 -0.053 0.024 0.046
C 1.703 -1.466 0.360 -0.739 -0.100 0.616
Se 0.943 -0.135 -0.719 0.959 0.397 -1.319
N 2.703 -1.273 1.239 -0.068 -0.046 0.026
C 3.348 -0.010 1.589 0.229 0.128 -0.050
C 4.783 0.081 1.068 -0.072 -0.144 -0.135
C 4.898 0.045 -0.456 -0.043 0.196 0.040
C 4.436 1.334 -1.132 0.014 -0.070 0.009
C 3.058 -2.507 1.783 0.043 -0.009 -0.027
C 3.999 -2.855 2.746 0.033 0.028 0.016
C 4.083 -4.192 3.078 -0.032 0.026 0.007
C 3.250 -5.150 2.483 -0.015 0.012 0.012
C 2.306 -4.800 1.539 -0.036 -0.037 -0.015
C 2.231 -3.455 1.195 0.042 -0.019 -0.004
H 1.606 -2.133 -4.343 -0.035 0.031 -0.010
H 0.455 -1.798 -3.055 -0.021 -0.012 -0.009
H 0.227 -3.207 -4.101 0.012 0.001 -0.023
H 2.545 -2.839 -2.120 0.049 -0.032 -0.030
H 2.381 -4.174 -3.247 0.072 0.016 0.048
H 1.589 -5.040 -1.201 -0.045 -0.051 -0.027
H 0.148 -4.736 -2.164 -0.003 -0.061 0.060
H -0.229 -4.038 0.137 -0.015 0.076 0.059
H -0.269 -2.626 -0.917 0.025 0.066 0.089
H 3.343 0.072 2.678 -0.066 -0.025 0.005
H 2.746 0.794 1.167 -0.065 -0.046 -0.003
H 5.366 -0.735 1.497 0.030 0.041 0.040
H 5.208 1.017 1.440 0.022 -0.035 0.064
H 4.335 -0.807 -0.852 0.065 -0.033 -0.024
H 5.946 -0.125 -0.707 -0.017 -0.087 -0.016
H 3.362 1.494 -1.027 0.009 0.024 0.017
H 4.655 1.300 -2.199 -0.030 0.036 -0.009
H 4.959 2.197 -0.713 0.012 0.004 -0.019
H 4.634 -2.120 3.220 0.020 -0.005 -0.014
H 4.804 -4.508 3.820 0.004 -0.007 -0.003
H 3.344 -6.186 2.777 0.003 -0.002 -0.003
H 1.655 -5.541 1.097 0.010 -0.003 -0.013
N -0.714 3.006 4.192 0.114 -0.060 -0.001
C -1.000 1.543 3.958 -0.170 -0.184 -0.180
C -1.596 1.366 2.569 0.056 0.085 0.138
N -0.721 1.925 1.536 0.235 -0.870 -0.865
C -0.439 3.339 1.761 -0.090 -0.014 -0.035
C 0.191 3.572 3.128 0.001 0.114 -0.274
H -0.299 3.142 5.115 -0.043 0.034 0.008
H -1.599 3.520 4.181 0.014 0.014 0.073
H -1.683 1.187 4.727 0.014 0.111 0.066
H -0.057 1.005 4.050 0.058 0.112 0.061
H -2.568 1.865 2.508 -0.021 -0.046 -0.063
H -1.765 0.309 2.368 -0.038 0.021 -0.011
H 0.155 1.400 1.511 0.048 0.054 0.112
H -1.377 3.896 1.678 0.003 -0.003 -0.063
H 0.229 3.706 0.983 0.017 0.018 0.024
H 0.342 4.633 3.317 -0.046 -0.014 0.113
H 1.150 3.061 3.206 -0.030 -0.040 0.118


[2]
10
Properties=species:S:1:pos:R:3:forces:R:3 method="wB97M-V/def2-TZVPD" total_energy_ev=-17554.0430 homo_energy_ha=-0.30752 lumo_energy_ev=0.501 de_lowest_kcal_mol=24.1
C -2.182 -0.455 -0.014 1.004 1.079 0.196
C -0.873 -0.239 0.010 -1.261 -0.700 0.046
N -0.274 0.975 0.004 1.656 1.007 0.466
C 0.949 1.071 0.049 0.120 -0.277 -0.040
C 1.837 -0.589 0.030 0.474 1.061 0.379
S 0.552 -1.583 0.080 -0.237 1.015 -0.315
C 2.279 0.730 0.111 -0.701 -0.924 -1.036
H -2.531 -1.391 -0.207 -0.762 -2.772 -0.140
H -2.970 0.256 0.113 0.166 0.819 -0.138
H 3.213 1.224 -0.176 -0.459 -0.310 0.583


[3]
81
Properties=species:S:1:pos:R:3:forces:R:3 method="wB97M-V/def2-TZVPD" total_charge=+2 total_energy_ev=-67748.4997 homo_energy_ha="-0.49508 / -0.49431" lumo_energy_ev="-8.566 / -8.666" spin_multiplicity=4 s2=3.77 de_lowest_kcal_mol=35.2
Re 0.379 -0.832 -0.942 2.362 -0.444 6.557
C -1.407 -2.205 0.920 -0.194 0.491 -0.594
C -0.061 -2.599 0.301 0.529 -0.781 0.878
C 0.355 -0.873 1.837 -0.530 0.039 -0.037
C -1.003 -1.075 1.863 0.320 0.006 -0.137
C 0.989 -1.808 0.905 -2.020 -1.684 0.508
C -2.226 -3.329 1.580 0.142 -0.347 0.405
H -2.216 -4.247 0.978 -0.018 0.234 0.193
H -3.272 -3.026 1.740 0.281 -0.087 0.096
H -1.790 -3.548 2.566 -0.156 -0.040 -0.300
C -1.928 -0.517 2.875 -0.303 0.370 0.162
H -2.899 -0.261 2.434 0.250 0.013 0.306
H -1.508 0.388 3.330 -0.164 -0.260 -0.219
H -2.111 -1.253 3.678 0.074 0.130 -0.271
C 1.164 -0.009 2.731 0.015 0.332 0.407
H 1.518 -0.599 3.590 -0.001 0.045 -0.211
H 0.582 0.827 3.129 0.122 -0.161 -0.205
H 2.045 0.395 2.216 -0.296 -0.177 0.308
C 2.425 -2.200 0.955 0.405 0.128 -0.216
H 2.549 -3.046 1.649 -0.096 0.156 -0.129
H 3.038 -1.361 1.306 -0.109 -0.289 -0.106
H 2.788 -2.529 -0.024 0.125 -0.014 0.122
C 0.219 -3.929 -0.323 0.288 -0.323 -0.123
H 0.870 -4.509 0.352 -0.307 -0.043 -0.250
H 0.760 -3.818 -1.272 -0.145 -0.260 0.220
H -0.697 -4.493 -0.519 0.236 0.007 0.022
C -0.428 0.891 -1.087 -0.985 1.864 -1.145
C -1.388 -0.249 -1.665 -3.614 -0.915 -0.634
C -1.480 -0.486 -3.163 -0.597 -1.013 -0.644
C -0.410 -1.466 -3.696 -0.009 -0.303 -0.376
C 0.759 -1.556 -2.726 0.707 -0.346 -2.657
C 1.547 -0.339 -2.415 0.325 0.210 -2.711
C 1.179 1.022 -2.985 0.454 0.650 -0.724
C 0.133 1.773 -2.149 -0.011 0.238 -0.393
H -1.440 0.462 -3.701 -0.117 -0.011 0.204
H -0.056 -1.152 -4.699 -0.224 -0.142 0.486
H -2.465 -0.926 -3.351 0.060 0.337 -0.336
H -0.707 2.154 -2.748 0.305 0.108 -0.019
H -0.927 1.448 -0.244 0.350 -0.226 1.209
H -2.343 0.200 -1.328 0.434 1.065 -0.050
H 0.574 2.651 -1.682 -0.115 0.041 0.244
H 2.094 1.625 -2.996 -0.158 -0.080 -0.237
H 2.606 -0.514 -2.244 0.042 -0.119 0.201
H 0.829 0.944 -4.020 0.284 -0.135 0.056
H -0.849 -2.476 -3.836 0.274 0.534 0.097
H 1.358 -2.470 -2.812 -0.147 0.176 0.115
P -2.649 -1.654 -0.481 3.003 0.891 -0.369
C -4.173 -0.868 0.024 -0.443 0.015 0.160
C -2.953 -2.965 -1.664 -0.303 -0.206 -0.080
P 4.483 1.344 0.909 1.418 -0.493 0.710
C 2.917 1.176 0.130 -1.179 0.745 -1.382
C 5.388 0.036 -0.066 -0.008 0.300 0.053
C 5.074 2.867 0.007 -0.468 -0.068 0.083
H -4.046 -0.207 0.889 0.124 -0.161 -0.256
H -4.888 -1.666 0.271 0.063 0.182 -0.027
H -4.590 -0.273 -0.801 0.125 -0.242 0.059
H -2.038 -3.362 -2.114 -0.063 0.244 0.244
H -3.619 -2.611 -2.465 0.094 -0.055 0.292
H -3.459 -3.776 -1.126 -0.048 0.035 -0.102
H 4.995 2.710 -1.078 0.133 0.153 0.266
H 6.110 3.089 0.301 -0.343 -0.123 -0.076
H 4.416 3.690 0.315 0.325 -0.069 -0.143
H 2.014 1.619 0.557 0.128 -0.045 0.005
H 2.947 1.182 -0.968 -0.177 -0.297 0.282
H 6.428 -0.028 0.289 -0.338 0.004 -0.157
H 5.387 0.283 -1.137 0.049 -0.144 0.190
H 4.909 -0.939 0.091 0.212 0.194 -0.033
C -2.737 3.090 2.167 -0.113 0.122 0.214
C -1.342 3.050 1.558 0.881 1.117 0.690
O -0.940 1.813 1.226 -0.265 -0.183 -0.637
C -1.336 4.105 0.362 -0.196 0.393 0.689
F -1.847 5.312 0.741 0.531 -1.150 -0.562
F -0.098 4.331 -0.152 -0.789 -0.241 0.136
F -2.127 3.641 -0.654 0.532 0.109 0.302
C -0.287 3.568 2.640 -0.298 0.453 0.142
F 1.002 3.447 2.211 -0.905 -0.010 0.299
F -0.471 4.859 3.018 0.216 -1.039 -0.255
F -0.401 2.801 3.773 0.153 0.465 -0.778
H -3.455 2.756 1.411 0.046 0.138 0.061
H -2.986 4.102 2.498 -0.187 -0.260 0.040
H -2.777 2.393 3.011 0.022 0.255 -0.131


[4]
23
Properties=species:S:1:pos:R:3:forces:R:3 method="wB97M-V/def2-TZVPD" total_energy_ev=-31638.1133 homo_energy_ha=-0.28389 lumo_energy_ev=0.595 de_lowest_kcal_mol=92.0
C 2.612 -1.006 0.522 -0.062 -0.193 0.030
N 2.059 0.278 0.165 -0.342 -0.181 0.135
C 2.962 1.400 0.126 0.126 0.267 -0.073
C 0.725 0.446 0.161 0.249 0.737 -0.331
C -0.216 -0.533 0.357 -1.160 0.040 -0.461
S -1.801 0.171 0.235 -0.120 -1.807 -0.414
C -2.748 -1.408 0.227 0.430 0.449 0.005
C -2.453 0.785 -1.373 0.503 -0.191 0.469
O -2.367 0.873 1.358 -0.494 0.588 0.541
S -0.035 1.947 -0.147 0.622 0.920 -0.068
H 3.688 -0.982 0.366 -0.018 -0.048 -0.003
H 2.411 -1.254 1.569 0.040 -0.009 -0.003
H 2.184 -1.788 -0.108 0.048 -0.042 0.015
H 3.400 1.588 1.111 0.010 0.004 -0.012
H 3.763 1.204 -0.590 0.012 0.016 0.028
H 2.406 2.281 -0.188 0.145 -0.035 0.025
H -0.118 -1.591 0.488 -0.042 -0.323 0.076
H -3.808 -1.184 0.239 -0.085 0.158 -0.016
H -2.483 -1.982 -0.653 0.026 -0.140 -0.173
H -2.492 -1.955 1.127 0.097 -0.021 0.126
H -3.406 0.310 -1.571 -0.133 -0.186 0.101
H -2.561 1.859 -1.286 0.034 0.005 0.110
H -1.722 0.542 -2.134 0.112 -0.007 -0.108